No. 1
Computed, not measured: the molecule C6H5BrN2O2, with the ωB97M-V functional and the def2-TZVPD basis.

CARTESIAN COORDINATES (ANGSTROEM)
O  1.956845  -1.409997  1.265667
C  1.155396  -0.798730  0.602784
C  -0.197290  -0.409390  1.016002
C  -1.010791  -0.721236  2.135075
N  -2.133285  -0.067956  2.069149
O  -2.110843  0.691959  0.939160
C  -0.960345  0.488414  0.308624
C  -0.523710  1.128610  -0.955068
C  0.479962  0.169232  -1.606578
N  1.454861  -0.307669  -0.641147
Br  3.148208  -0.768890  -1.282409
H  -0.805853  -1.386384  2.948035
H  -1.364477  1.312169  -1.623659
H  -0.049925  2.088899  -0.728859
H  -0.058613  -0.685761  -2.039496
H  1.019860  0.676730  -2.407278

Cartesian forces, eV/Å:
-0.0899 -0.2511 0.4463
0.0437 0.0703 0.0397
-0.6783 0.5707 -0.4261
0.0661 0.3352 -0.5215
-0.3996 -0.5810 1.2004
0.2398 0.4672 -0.8527
0.8261 -0.8467 0.4679
-0.0772 0.0703 0.0681
-0.2661 -0.0201 -0.2992
0.9304 0.1528 -0.3910
-0.5231 0.1347 0.0142
-0.0364 -0.1368 0.2403
0.0309 -0.0087 -0.0324
-0.0219 -0.0234 -0.0399
0.0468 0.1321 -0.0182
-0.0912 -0.0656 0.1040

Results
energy = -83418.846 eV
LUMO = 0.17 eV
HOMO-LUMO gap = 9.72 eV
E_HOMO = -9.56 eV
SMILES = O=C1c2cnoc2CCN1Br
2S+1 = 1
energy relative to the best compared isomer or geometry (same formula, charge and spin) = 0.0 kcal/mol

---

No. 2
Computed, not measured: the molecule C17H31NO, with the ωB97M-V functional and the def2-TZVPD basis.

CARTESIAN COORDINATES (ANGSTROEM)
C  -5.089289  1.040175  0.332743
C  -3.965334  1.957442  -0.047643
C  -4.327811  3.413152  0.008493
C  -2.750331  1.563586  -0.408877
C  -2.244509  0.153476  -0.496027
C  -1.584869  -0.244845  0.828325
C  -0.994179  -1.668692  0.883907
C  -2.088596  -2.737787  0.940702
N  -0.026757  -1.926563  -0.171805
C  -0.390983  -2.243602  -1.426868
O  0.367614  -2.439470  -2.350903
C  1.402721  -1.861472  0.123321
C  1.809408  -2.945580  1.121107
C  1.821658  -0.457199  0.568322
C  3.341028  -0.252107  0.515233
C  3.692719  1.172740  0.828675
C  3.724842  2.186651  -0.027964
C  4.074548  3.576169  0.419727
C  3.423449  2.077366  -1.492537
H  -4.798818  -0.004643  0.307248
H  -5.932729  1.184407  -0.342460
H  -5.431744  1.276428  1.340124
H  -3.488959  4.040961  -0.279651
H  -5.163195  3.619465  -0.660108
H  -4.637812  3.686620  1.016952
H  -2.011958  2.320562  -0.640734
H  -3.059577  -0.530306  -0.732566
H  -1.507891  0.092808  -1.299528
H  -2.324082  -0.162644  1.628210
H  -0.792556  0.474804  1.041066
H  -0.435301  -1.736337  1.822775
H  -2.804089  -2.636323  0.130542
H  -1.645944  -3.729576  0.886230
H  -2.628643  -2.651256  1.880624
H  -1.481004  -2.321807  -1.555637
H  1.883001  -2.078519  -0.838036
H  2.890865  -3.042747  1.138133
H  1.387299  -3.902137  0.821782
H  1.472269  -2.713795  2.129497
H  1.355833  0.269731  -0.099910
H  1.471334  -0.259834  1.584253
H  3.702327  -0.530590  -0.476076
H  3.824413  -0.904822  1.243356
H  3.904804  1.372137  1.871435
H  4.971985  3.922042  -0.092846
H  3.268209  4.266540  0.173159
H  4.250877  3.614694  1.491490
H  2.521277  2.643451  -1.725890
H  3.271720  1.050899  -1.808979
H  4.238666  2.506737  -2.074289

Cartesian forces, eV/Å:
0.2073 -0.0364 -0.0726
-0.1149 0.1805 -0.0041
0.1440 -0.0961 -0.0049
0.0643 -0.1479 -0.1111
-0.0153 0.0269 0.2780
0.1396 -0.2418 -0.1046
-0.3526 0.1334 0.1713
0.1909 0.1233 0.0674
0.3691 0.0292 0.1862
-0.5374 -0.0705 -0.0074
0.2721 -0.1052 -0.4871
0.2214 0.0345 0.0129
-0.0583 0.1349 -0.2281
0.1724 -0.3127 -0.2297
-0.2475 0.1403 0.0223
0.0819 -0.1811 0.0410
0.0741 0.2000 0.0093
-0.0495 -0.1508 0.0739
0.0172 -0.1545 0.1548
-0.0370 -0.1439 0.0159
-0.1115 -0.0174 -0.0142
-0.0810 -0.0029 0.0775
0.0459 0.0860 -0.0188
-0.0994 0.0708 -0.0339
-0.0689 0.0816 0.0733
0.0422 0.1948 -0.0171
0.0074 -0.0710 -0.0953
-0.0655 -0.0326 -0.0355
-0.0060 0.0719 0.0637
-0.0005 0.0359 0.0791
-0.0346 -0.0216 -0.1134
-0.1148 -0.0186 -0.0784
0.0042 -0.1029 0.0050
-0.0915 0.0079 0.0610
0.0044 0.0090 -0.0118
-0.0621 0.0819 0.2145
0.1232 -0.0332 0.0727
0.0036 -0.1067 -0.0081
-0.0191 0.0038 0.1419
-0.0456 0.0569 0.0235
-0.1010 0.0832 0.0499
0.0312 -0.0858 -0.0084
0.0659 -0.0606 -0.0628
0.0486 0.1453 0.1278
0.0663 0.0914 -0.0471
-0.0383 0.1269 -0.0214
0.0203 0.0417 0.0840
-0.0616 0.0598 -0.0791
-0.0368 -0.0910 -0.1117
0.0332 0.0334 -0.1001

Results
energy = -21669.462 eV
LUMO = 0.74 eV
HOMO-LUMO gap = 9.52 eV
E_HOMO = -8.78 eV
SMILES = CC(C)=CCC[C@@H](C)N(C=O)[C@H](C)CCC=C(C)C
2S+1 = 1
energy relative to the best compared isomer or geometry (same formula, charge and spin) = 3.0 kcal/mol

---

No. 3
Computed, not measured: a cluster of 2 separate species, C3H7O2S in total, with the ωB97M-V functional and the def2-TZVPD basis.

CARTESIAN COORDINATES (ANGSTROEM)
C  0.564176  0.718452  1.503133
C  0.451884  1.057989  -0.019297
S  1.692596  0.162327  -0.955288
H  1.034009  1.567974  2.022901
H  -0.459205  0.614259  1.928604
H  1.106528  -0.214666  1.593315
H  0.572656  2.153090  -0.304475
H  -0.564760  0.811858  -0.396500
H  1.126016  -1.066318  -0.810291
O  -1.965989  -1.363854  -0.024690
C  -1.375817  -1.451303  -1.149955
O  -1.305048  -0.569785  -2.014235
H  -0.877042  -2.420024  -1.373217

Cartesian forces, eV/Å:
-1.1458 1.2682 -0.6046
-0.9421 0.8038 0.1473
0.1857 -0.4209 -0.2885
0.2543 -0.5545 0.0597
0.6643 -0.1256 -0.2771
0.0831 0.0411 0.3775
0.1630 -1.2196 0.6945
0.7630 -0.1902 0.0770
0.1879 0.4957 -0.1367
0.8085 -0.4664 -0.8229
-1.3183 0.5995 1.4808
0.1384 0.0948 -0.6953
0.1580 -0.3259 -0.0118

Results
energy = -18155.851 eV
LUMO = 3.50 eV
HOMO-LUMO gap = 7.74 eV
E_HOMO = -4.24 eV
2S+1 = 1
charge = -1
energy relative to the best compared isomer or geometry (same formula, charge and spin) = 17.6 kcal/mol

---

No. 4
Computed, not measured: the molecule C3H9N3O, with the ωB97M-V functional and the def2-TZVPD basis.

CARTESIAN COORDINATES (ANGSTROEM)
N  -2.490952  -0.437607  -0.084493
C  -1.264270  -1.218182  0.005008
N  -0.156626  -0.411636  0.693952
C  0.384738  0.510493  -0.266503
C  1.510179  1.382235  0.327038
N  2.645808  0.617458  0.090070
O  1.407592  2.502368  0.808129
H  -2.526909  0.100969  -0.962979
H  -3.181698  -1.154370  -0.359789
H  -1.200261  -2.189532  0.408859
H  -1.055415  -1.593837  -1.023941
H  -0.671192  0.093212  1.448646
H  0.777461  0.109016  -1.164286
H  -0.356148  1.253440  -0.610425
H  3.625367  0.819206  0.490136
H  2.552324  -0.383233  0.200579

Cartesian forces, eV/Å:
-1.4232 -1.3318 -0.4945
2.1500 1.4070 -1.3294
-1.5802 -1.5085 -0.9224
-1.1827 3.3089 0.8077
0.1661 -0.5297 0.0457
3.4650 0.6383 1.6526
0.4222 -1.5670 -0.7547
0.7189 0.0404 0.6451
-0.2058 0.4307 0.7464
-1.4361 -0.8712 1.8427
1.1591 1.0982 0.1388
0.7070 -0.3444 -0.8675
0.2709 -1.2008 -0.5453
-0.1461 -0.0937 0.0748
-2.3633 0.4875 -0.6541
-0.7216 0.0359 -0.3858

Results
energy = -9773.687 eV
LUMO = 0.83 eV
HOMO-LUMO gap = 10.16 eV
E_HOMO = -9.33 eV
SMILES = NCNCC(N)=O
2S+1 = 1
energy relative to the best compared isomer or geometry (same formula, charge and spin) = 42.7 kcal/mol

---

No. 5
Computed, not measured: the molecule C5H12N2O, with the ωB97M-V functional and the def2-TZVPD basis.

CARTESIAN COORDINATES (ANGSTROEM)
H  0.608036  -0.574559  -2.555560
N  0.082615  -0.469125  -1.689313
C  0.659028  0.195667  -0.788211
C  2.024715  0.817529  -0.919536
C  -0.037593  0.422118  0.525926
C  0.609344  -0.408978  1.638838
C  -1.553289  0.115140  0.458421
N  -1.768538  -1.307165  0.394211
O  -2.170683  0.831938  -0.588001
H  2.368378  0.773593  -1.951278
H  2.011748  1.848361  -0.597822
H  2.735067  0.279204  -0.300575
H  0.064432  1.485884  0.772167
H  0.158524  -0.145004  2.596925
H  1.677934  -0.223070  1.697219
H  0.422454  -1.472075  1.453829
H  -2.027904  0.488408  1.375270
H  -1.326525  -1.663025  -0.448891
H  -2.761360  -1.503427  0.339237
H  -1.776383  0.508588  -1.412857

Cartesian forces, eV/Å:
0.2350 0.1594 0.1742
-0.4651 -0.5133 -0.7123
0.5055 0.5161 0.2592
-0.0924 -0.3663 -0.3453
-0.5122 -0.1392 0.3369
-0.0610 -0.0629 -0.1070
0.2130 -0.0783 0.1128
-0.1186 -0.2513 -0.0011
-0.2054 0.3569 -0.2548
0.0350 -0.0134 -0.0352
-0.0134 0.3177 0.1470
0.1575 -0.0438 0.1436
-0.0043 -0.0697 -0.0649
0.0390 -0.0683 -0.0016
0.1421 0.0013 0.1028
0.1340 0.2427 0.1036
0.1417 -0.0174 -0.1367
-0.1436 0.0060 0.0845
0.0527 0.0366 0.0244
-0.0394 -0.0131 0.1702

Results
energy = -10407.392 eV
LUMO = 0.90 eV
HOMO-LUMO gap = 10.06 eV
E_HOMO = -9.17 eV
SMILES = [H]/N=C(\C)[C@H](C)[C@H](N)O
2S+1 = 1
energy relative to the best compared isomer or geometry (same formula, charge and spin) = 23.8 kcal/mol

---

No. 6
Computed, not measured: a structure of composition C47H47CoINOP2SSb, with the ωB97M-V functional and the def2-TZVPD basis.

CARTESIAN COORDINATES (ANGSTROEM)
Co  -0.137281  -0.473345  0.378810
O  -1.275195  2.414672  -0.610586
S  -0.226421  1.786958  0.206844
C  1.344966  2.400553  -0.364805
C  1.507856  3.762328  -0.595205
C  2.755749  4.218915  -0.984048
C  3.816090  3.330808  -1.141904
C  3.622127  1.970188  -0.970514
C  2.365948  1.496866  -0.596573
P  1.908978  -0.241400  -0.646275
C  3.400240  -1.162073  -0.219581
C  4.133922  -1.879416  -1.159953
C  5.288266  -2.547634  -0.769465
C  5.715113  -2.491594  0.548082
C  4.994458  -1.759820  1.486591
C  3.842479  -1.095832  1.103699
C  1.542559  -0.558410  -2.397217
C  1.256129  -1.866547  -2.802019
C  0.897616  -2.131542  -4.112739
C  0.824008  -1.094227  -5.036145
C  1.118762  0.201761  -4.646199
C  1.475686  0.472911  -3.331208
C  -0.311048  2.459439  1.855059
C  -0.610196  3.814082  1.991397
C  -0.682879  4.352655  3.261444
C  -0.477922  3.545906  4.380130
C  -0.238993  2.193218  4.228607
C  -0.153099  1.629660  2.953934
P  -0.124520  -0.168121  2.693449
C  -1.656377  -0.615568  3.586761
C  -1.767506  -1.628652  4.533547
C  -2.990829  -1.881149  5.144849
C  -4.102122  -1.114595  4.835800
C  -3.990475  -0.079321  3.915789
C  -2.777503  0.162903  3.295483
C  1.275516  -0.779748  3.681235
C  2.277131  0.081860  4.126132
C  3.386176  -0.411598  4.801349
C  3.504888  -1.771105  5.045211
C  2.513332  -2.639861  4.608772
C  1.408778  -2.148927  3.930697
H  0.682500  4.449497  -0.489082
H  2.905577  5.275052  -1.161442
H  4.789191  3.703096  -1.430850
H  4.432739  1.275582  -1.149449
H  3.815888  -1.921051  -2.192413
H  5.857622  -3.104834  -1.500591
H  6.617020  -3.009655  0.844561
H  5.330689  -1.704340  2.512962
H  3.286702  -0.526486  1.841613
H  1.347956  -2.691606  -2.104259
H  0.687995  -3.147841  -4.418639
H  0.548152  -1.301273  -6.061040
H  1.072266  1.009298  -5.363957
H  1.696352  1.493069  -3.046458
H  -0.817148  4.425594  1.125964
H  -0.913775  5.401587  3.386393
H  -0.543480  3.973580  5.371053
H  -0.150620  1.559125  5.102338
H  -0.911935  -2.217288  4.822664
H  -3.065859  -2.671609  5.878942
H  -5.048051  -1.306684  5.322904
H  -4.847138  0.543108  3.692106
H  -2.693452  0.998257  2.609228
H  2.205286  1.146718  3.945487
H  4.150941  0.271479  5.145325
H  4.361709  -2.153066  5.583671
H  2.596497  -3.700223  4.806575
H  0.649164  -2.843856  3.596910
C  -4.455912  2.206414  -0.788376
C  -4.351667  0.964935  0.087916
Sb  -2.758475  -0.402053  -0.282142
C  -3.015255  -0.745537  -2.368027
C  -2.336827  0.331051  -3.212800
C  -3.724602  -2.107429  0.576507
C  -4.676221  -2.838055  -0.367067
H  -5.251675  2.852674  -0.415895
H  -4.711154  1.945701  -1.815604
H  -3.535050  2.781927  -0.803143
H  -5.220699  0.315584  -0.043163
H  -4.300783  1.213273  1.146356
H  -4.091097  -0.793217  -2.539202
H  -2.607800  -1.728183  -2.611336
H  -2.733548  1.325182  -3.008919
H  -2.476653  0.127694  -4.275257
H  -1.262664  0.364547  -3.024475
H  -4.261025  -1.701613  1.435595
H  -2.960963  -2.775275  0.977738
H  -5.426024  -2.163801  -0.784864
H  -5.213874  -3.632319  0.150635
H  -4.149244  -3.296074  -1.206622
I  -1.716355  -5.519194  -2.108594
C  -0.536270  -4.499239  -0.755918
C  0.487299  -5.133060  -0.067962
C  1.265494  -4.377456  0.791087
C  1.007118  -3.028528  0.928255
N  0.015218  -2.406752  0.271274
C  -0.744461  -3.146254  -0.555563
H  0.674936  -6.189384  -0.204582
H  2.081438  -4.821279  1.344274
H  1.611231  -2.414807  1.573033
H  -1.520527  -2.638302  -1.099812

Cartesian forces, eV/Å:
-0.2050 1.1620 -0.5397
0.0728 0.0064 0.0486
-0.0545 -0.6438 -0.0307
-0.0410 0.3273 0.0604
0.1089 -0.0945 0.0079
-0.0166 0.0262 -0.0016
-0.0038 -0.0134 0.0037
-0.0347 0.0280 -0.0317
0.1186 -0.0012 -0.0277
-0.1023 -0.2587 0.1060
0.0503 0.0421 -0.0178
0.0135 -0.0745 0.0378
-0.0244 0.0301 -0.0083
-0.0014 0.0186 0.0409
0.0164 -0.0119 -0.0618
-0.0490 -0.0237 0.0389
0.0789 0.0039 0.0101
-0.0028 -0.0515 0.0264
-0.0024 0.0435 -0.0144
0.0018 -0.0284 0.0139
0.0160 0.0090 0.0368
-0.0335 0.0196 -0.0258
-0.0665 0.2454 -0.0231
0.0160 -0.0899 0.0721
0.0096 -0.0043 0.0603
-0.0164 0.0315 -0.0697
-0.0100 -0.0327 0.0024
0.0242 0.0501 -0.0348
0.0793 -0.1655 0.1903
0.0658 0.0407 0.0897
-0.0803 -0.0149 -0.0662
0.0410 0.0151 -0.0052
-0.0060 0.0239 -0.0167
-0.0073 -0.0543 0.0004
-0.0659 0.0122 -0.0392
-0.0565 0.0184 0.1015
0.0433 0.0615 -0.0181
-0.0448 -0.0144 -0.0079
0.0042 0.0019 0.0099
-0.0086 0.0243 0.0117
0.0361 0.0165 0.0680
-0.0425 0.0183 0.0306
0.0068 0.0082 -0.0016
0.0147 0.0015 -0.0036
0.0008 -0.0292 0.0003
-0.0045 0.0062 -0.0260
0.0065 -0.0036 -0.0133
0.0069 -0.0119 0.0059
0.0068 0.0042 0.0092
0.0061 -0.0038 -0.0357
-0.0055 0.0315 0.0094
-0.0021 -0.0170 -0.0009
-0.0062 -0.0070 -0.0122
0.0026 0.0073 -0.0064
0.0123 0.0136 0.0109
0.0010 0.0014 -0.0635
-0.0026 0.0101 0.0023
0.0039 0.0025 0.0131
0.0094 -0.0162 -0.0021
0.0337 -0.0275 0.0291
0.0058 -0.0099 0.0103
-0.0105 -0.0107 0.0104
-0.0054 0.0130 -0.0030
-0.0022 0.0009 -0.0205
-0.0045 -0.0009 -0.0031
0.0072 0.0140 0.0021
0.0104 -0.0088 0.0007
-0.0071 -0.0114 0.0010
-0.0034 -0.0155 -0.0039
-0.0637 -0.0349 -0.0349
-0.0055 0.0836 0.0114
0.2158 -0.2187 0.2863
0.1164 0.0954 -0.1557
-0.0426 -0.0192 -0.0462
-0.0715 -0.1072 0.0571
0.0288 0.0542 -0.0870
-0.0258 -0.0213 -0.0042
0.0207 -0.0162 -0.0118
0.0231 0.0165 0.0296
-0.0555 0.0412 0.0362
-0.0155 0.0618 0.0199
-0.0124 0.0271 -0.0335
-0.0454 -0.0421 -0.0101
0.0017 -0.0043 0.0219
-0.0117 -0.0063 -0.0062
0.0172 -0.0158 0.0159
-0.0155 -0.0162 0.0499
-0.0132 -0.0188 0.0089
-0.0152 0.0067 0.0062
0.0248 -0.0077 0.0524
0.0105 0.0093 0.0111
-0.1325 -0.0621 -0.1194
0.0495 0.0626 0.0623
0.0059 -0.0359 0.0285
0.0188 0.0251 0.0106
-0.0577 0.0000 -0.0701
-0.0882 -0.5581 -0.0612
0.2050 0.0002 0.1139
0.0051 -0.0090 -0.0067
0.0077 0.0055 0.0083
0.0744 0.0276 -0.0394
-0.0546 0.0370 -0.0807

Results
energy = -134705.096 eV
LUMO (spin up / spin down) = -5.64 / -5.37 eV
HOMO-LUMO gap (spin up / spin down) = 7.50 / 8.14 eV
E_HOMO (spin up / spin down) = -13.14 / -13.50 eV
2S+1 = 2
charge = +2